Below is 10 unconnected molecules or ions with the total composition C33H46O30 in a non-equilibrium geometry, with properties calculated with ωB97M-V/def2-TZVPD.

```
109
Properties=species:S:1:pos:R:3:forces:R:3
C 0.17699 -3.33164 14.22051 -0.8054 1.6570 0.0070
C 0.82830 -2.37992 13.20327 -0.0567 0.4866 0.6730
O 2.08434 -2.08896 13.78573 0.1356 0.2401 0.3823
C 2.27395 -2.92674 14.83996 4.8400 1.4775 -1.2688
O 3.37321 -3.05124 15.31959 -0.6661 0.2988 0.3726
O 1.24644 -3.58313 15.14035 -2.8611 -3.3247 0.3852
H -0.33135 -4.05749 13.58581 0.6491 -1.3239 0.9798
H -0.52939 -2.89701 14.92777 -0.3004 0.2176 -0.8640
H 0.26845 -1.44614 13.15132 -0.0040 -0.1239 -0.6047
H 1.06846 -2.86360 12.25644 -0.6263 0.1730 -0.1490
C 1.50100 5.21264 9.48038 -1.4837 0.9041 -0.4656
C 2.61485 6.02655 9.01161 1.2463 -0.3131 -1.9421
O 3.53426 5.88592 10.06822 1.9077 0.5224 1.8501
C 3.22427 4.83078 10.91591 3.4623 -1.5642 -0.7847
O 4.02090 4.25598 11.71923 -3.9343 3.0521 -2.8091
O 2.07604 4.38061 10.42341 -0.5882 -2.1852 2.7971
H 1.10719 4.56162 8.69989 -0.5815 0.4235 0.2752
H 0.87475 6.00980 9.88096 -1.2823 -1.1044 0.6363
H 2.37348 7.05671 8.74967 0.1789 0.0359 0.5954
H 2.93756 5.55034 8.08577 1.1361 0.1749 0.0279
C 5.31729 -1.39743 11.25008 -1.0498 0.7992 -0.6242
C 5.94588 -0.42001 12.16748 1.2155 -0.8500 1.1160
O 6.22514 0.64811 11.30866 4.7071 1.5068 2.6266
C 5.30179 0.74246 10.48070 -6.3956 4.9631 -5.9210
O 4.86211 1.79496 9.87170 2.7105 -4.6787 2.6848
O 4.66045 -0.42246 10.34827 -0.7497 -1.6311 0.3572
H 4.67009 -2.03245 11.85504 -0.5715 -0.0266 -0.7565
H 5.98988 -1.96360 10.60574 0.1858 -0.0754 0.4262
H 6.82782 -0.88564 12.60734 0.3396 0.5711 0.0099
H 5.34012 0.02845 12.95492 -0.4828 -0.6701 0.1168
C 0.02364 1.42461 18.88894 0.1458 -1.7425 -1.4101
C 1.31275 2.18111 19.00747 0.6320 1.1979 -1.1264
O 1.26122 2.43973 20.34711 2.6206 3.2709 2.0982
C 0.56790 1.65008 21.06674 -2.3115 0.5201 5.0534
O 0.46872 1.84274 22.33656 0.1349 -2.1918 -5.8035
O -0.11451 0.83507 20.18632 -0.3507 -0.0413 1.4052
H 0.04785 0.62430 18.14934 0.1300 -0.1473 0.1516
H -0.83841 2.02734 18.60313 0.0555 0.3642 0.5077
H 1.34600 3.15122 18.51161 -0.5195 0.0248 -0.2313
H 2.32876 1.81275 18.86553 -0.4712 -1.2487 -0.7217
C 5.50913 1.87005 20.64039 -4.0494 1.3605 -1.8066
C 5.63177 1.77939 19.09277 -3.2155 -1.6601 1.0000
O 6.79083 2.36730 18.88825 4.8131 3.1548 -1.4177
C 7.48968 2.51118 20.03314 -0.9262 -2.0014 -2.7404
O 8.62638 2.72917 20.05806 4.1852 1.8660 -0.0105
O 6.80820 2.04489 20.98840 0.3590 -1.2677 4.5656
H 4.86239 1.11588 21.08878 1.0912 -0.5100 0.2159
H 5.01187 2.80872 20.88481 -0.3572 0.1469 0.0204
H 4.97637 2.40200 18.48374 -1.1266 -0.9262 0.3680
H 5.75433 0.73636 18.80093 -0.7935 -0.2063 -0.3345
C -3.39802 -0.23200 14.63721 -0.2340 1.2084 0.5431
C -2.41070 -1.33118 14.47155 -1.6811 -1.1148 -1.2649
O -1.31299 -0.83141 15.10528 4.1732 -3.1653 1.1275
C -1.20958 0.46599 15.12085 -3.6312 0.2468 0.8084
O -0.35526 1.13578 15.57718 1.2184 0.4621 -0.3235
O -2.45225 0.85385 14.78859 -0.9815 2.7734 -1.0687
H -4.02582 -0.18064 15.52677 0.1438 -0.5199 0.1490
H -4.05446 -0.09475 13.77793 0.3312 0.2515 -0.0551
H -2.25371 -1.42538 13.39704 0.4511 -0.1363 -0.2067
H -2.66881 -2.32685 14.83228 -0.0499 0.2661 0.3530
C 2.12758 -2.98300 21.38703 0.9914 -1.3358 -0.0806
C 3.21754 -3.43982 20.49337 3.1711 -2.9321 2.2204
O 4.00616 -2.30019 20.27577 1.7598 -0.5960 -0.9740
C 3.11799 -1.42272 20.12078 -1.2259 6.7299 -0.8819
O 3.30312 -0.30917 19.60047 -0.7371 -2.4377 0.9449
O 1.97087 -1.76508 20.72733 -2.4334 1.9413 -0.5385
H 2.38653 -2.83149 22.43493 0.3461 0.1862 -0.0642
H 1.40115 -3.79564 21.38830 -1.1089 0.9349 -0.4927
H 2.93267 -3.83282 19.51742 -0.1424 -0.4561 0.3596
H 3.98994 -3.92019 21.09399 -0.5958 -1.9799 -0.5383
C 8.48105 2.43928 12.92800 -0.7901 1.7158 2.1686
C 8.79135 3.07626 14.33809 1.5284 0.7980 -3.1288
C 7.82236 2.80687 15.37590 -2.0619 -2.2040 0.9386
O 8.58699 2.29478 16.50817 2.6178 0.6767 0.4098
C 9.88596 2.34851 16.13166 -3.9125 0.1203 -1.4805
O 10.86941 2.20979 16.85324 0.9201 -0.3537 1.4403
O 10.04990 2.55756 14.86411 0.8977 -0.0831 0.6432
H 9.09116 2.85684 12.12706 0.0451 -0.4907 0.1782
H 7.49204 2.89494 12.87987 -0.3926 -0.0575 -0.9971
H 8.28662 1.36772 12.97334 0.6187 0.0605 -0.0843
H 8.91526 4.15829 14.29387 0.3891 -0.0275 -0.6226
H 7.23462 1.95056 15.04513 -0.3837 -0.0641 0.3362
H 7.14126 3.61548 15.64111 0.4446 0.0298 0.3699
C 3.56071 7.79307 15.25174 1.6583 -0.8929 -0.6838
C 4.69325 8.00984 14.15238 -1.2654 -3.3099 5.0703
C 4.10145 7.74733 12.82354 3.7546 0.6223 -1.6496
O 4.03810 9.07329 12.35016 -1.4697 3.0822 0.6342
C 4.63881 9.92390 13.26542 -0.9248 6.1348 -1.5345
O 4.64410 11.17673 13.18577 -0.0910 -4.7131 -0.3688
O 5.19063 9.29527 14.27719 -0.0013 0.1502 -1.2528
H 3.74868 6.78531 15.62215 -0.6745 -0.3539 -0.2884
H 2.61297 7.86039 14.71755 -0.2330 0.1895 0.7619
H 3.68406 8.34735 16.18215 -0.2261 0.7072 -0.4970
H 5.53042 7.35520 14.39463 -0.0916 -0.2326 -0.1336
H 3.26740 7.05447 12.71216 -0.1673 0.6788 0.1611
H 4.95976 7.52577 12.18927 -0.2895 -2.0592 -0.2177
C 3.32562 0.56001 15.99448 1.5961 -1.7861 -1.6191
C 3.73358 1.89451 15.35528 -2.0391 0.1748 0.8843
C 2.60799 2.64025 14.56511 -0.1202 -2.4800 -1.1224
O 2.57054 3.91910 15.13091 -0.4488 0.4699 -1.0701
C 3.21896 3.89123 16.29946 -1.9034 3.5877 0.1171
O 3.20209 4.83110 17.05907 0.4959 -1.0182 -0.2822
O 3.75506 2.75198 16.46053 2.6062 -1.0167 3.0663
H 4.17291 0.00916 16.40287 0.6360 0.4488 0.1215
H 3.10187 -0.12408 15.17591 -0.7189 -0.0947 -0.0452
H 2.63082 0.43727 16.82531 -0.5618 1.1093 -0.4762
H 4.74002 1.98771 14.94725 -0.0856 -0.6985 -0.5499
H 1.68800 2.06755 14.68239 -0.3599 0.3623 0.9229
H 2.65719 2.59149 13.47731 0.9179 0.8954 -0.0497
```
Positions in Å, forces in eV/Å.

Properties
energy: -3541.66494 Eh
HOMO-LUMO gap (spin up / spin down): 8.740 / 2.198 eV
ΔE to the lowest compared entry with this formula, charge and spin: 491.2 kJ/mol
total charge: +1
multiplicity: 2
HOMO (spin up / spin down): -11.68 / -11.68 eV